{
  "formula": "C24H28KN6O9S",
  "method": "ωB97M-V with the def2-TZVPD basis set",
  "species": ["K", "C", "C", "N", "O", "C", "C", "N", "O", "H", "H", "H", "H", "H", "H", "H", "O", "C", "N", "S", "O", "O", "C", "C", "C", "C", "C", "C", "H", "H", "H", "H", "O", "C", "O", "C", "C", "C", "C", "C", "C", "N", "O", "O", "H", "H", "H", "H", "C", "C", "N", "C", "C", "N", "C", "C", "H", "H", "H", "H", "H", "H", "H", "H", "H", "H", "H", "H", "H"],
  "coordinates": [[0.56682, 0.90515, -0.51945], [0.31339, -0.34042, 4.48104], [-0.09777, -0.15341, 3.04659], [0.69156, 0.34867, 2.17312], [1.98183, 0.61031, 2.66261], [-1.41916, -0.63534, 2.57161], [-2.66185, -0.40541, 3.37433], [-1.41997, -1.28442, 1.44365], [-2.57015, -1.72983, 0.98187], [1.35944, -0.63845, 4.51470], [-0.30194, -1.09815, 4.96685], [0.22309, 0.59473, 5.04031], [2.51206, 0.46012, 1.85668], [-3.10684, 0.56762, 3.13818], [-2.46445, -0.42796, 4.45048], [-3.38888, -1.17315, 3.11437], [-0.93317, 2.96244, -0.53936], [-0.95725, 3.10360, -1.76646], [-0.56666, 2.12305, -2.60702], [-0.37296, 2.34207, -4.18340], [-0.73868, 1.07882, -4.82682], [-1.72376, 3.33476, -4.54344], [-1.89936, 4.40458, -3.70353], [-2.51646, 5.53638, -4.22113], [-2.74353, 6.62959, -3.40257], [-2.36286, 6.60393, -2.06313], [-1.76265, 5.46654, -1.55216], [-1.52002, 4.36280, -2.36141], [-2.80767, 5.53562, -5.26382], [-3.22040, 7.51089, -3.81356], [-2.54747, 7.45829, -1.42558], [-1.48211, 5.39025, -0.50967], [3.07591, -1.79172, -1.37966], [2.98773, -1.24767, -0.26480], [2.82446, -0.01945, -0.01044], [3.06661, -2.17042, 0.93675], [1.89977, -2.52461, 1.61197], [1.95513, -3.38152, 2.69622], [3.18521, -3.87172, 3.10398], [4.35676, -3.53595, 2.44610], [4.28820, -2.69115, 1.35431], [3.25344, -4.77070, 4.25497], [4.34398, -5.22035, 4.56494], [2.20757, -5.11933, 4.77010], [0.94076, -2.12084, 1.30598], [1.05792, -3.65945, 3.23196], [5.29600, -3.94023, 2.79426], [5.19130, -2.42630, 0.81855], [-0.36353, -2.06218, -4.13809], [0.38962, -1.28110, -3.03776], [-0.35290, -1.36439, -1.78290], [-0.33433, -2.73122, -1.27158], [-0.92540, -3.67640, -2.34856], [-1.47682, -2.81618, -3.45556], [-2.48838, -1.84703, -2.89869], [-1.73319, -0.89789, -1.94413], [0.26025, -2.79333, -4.65016], [-0.82071, -1.39086, -4.86428], [0.46478, -0.24295, -3.34811], [1.39454, -1.66807, -2.86548], [-0.94002, -2.76053, -0.36450], [0.69384, -3.01365, -1.05305], [-1.75024, -4.27589, -1.96543], [-0.18147, -4.33125, -2.80156], [-1.93598, -3.41150, -4.13796], [-3.24395, -2.43519, -2.37974], [-2.93560, -1.32944, -3.74601], [-2.21493, -0.91478, -0.96349], [-1.71235, 0.10946, -2.35476]],
  "forces_ev_per_angstrom": [[0.02, -0.26, 0.50], [-0.12, -0.03, 0.02], [-0.11, -0.05, -0.12], [-0.17, -0.20, 0.03], [0.02, -0.03, 0.11], [0.26, 0.04, 0.00], [0.03, 0.02, 0.09], [-0.07, -0.05, -0.15], [0.23, 0.08, -0.01], [0.03, -0.01, 0.01], [0.00, 0.05, -0.03], [0.01, -0.02, -0.01], [0.04, 0.11, -0.19], [-0.03, -0.03, 0.01], [0.01, 0.03, -0.06], [-0.03, -0.02, 0.00], [-0.09, 0.44, -0.31], [-0.28, 0.09, 0.01], [0.09, 0.10, -0.33], [-0.17, 0.13, 0.18], [-0.06, 0.06, -0.09], [-0.02, 0.07, 0.07], [0.08, -0.10, -0.02], [-0.03, 0.04, -0.06], [0.02, -0.01, 0.06], [-0.02, -0.02, -0.08], [0.02, -0.01, -0.02], [-0.02, -0.11, 0.00], [0.00, 0.01, 0.02], [0.00, 0.00, 0.00], [0.00, 0.01, 0.00], [0.00, 0.00, 0.00], [-0.09, 0.05, 0.06], [0.09, 0.23, -0.07], [0.41, -0.46, 0.14], [-0.06, -0.08, 0.00], [0.04, -0.01, -0.02], [-0.10, -0.02, 0.12], [-0.01, 0.31, -0.01], [0.11, -0.03, 0.07], [0.01, 0.04, -0.03], [-0.08, -0.74, -0.57], [0.05, 0.22, 0.25], [0.01, 0.22, 0.26], [-0.04, 0.05, 0.01], [0.02, 0.01, -0.02], [0.00, 0.01, -0.01], [-0.01, -0.01, 0.00], [0.01, 0.08, 0.08], [-0.05, -0.10, 0.04], [0.06, -0.03, -0.01], [-0.17, 0.14, -0.10], [0.00, 0.01, 0.03], [0.01, 0.02, 0.02], [0.06, 0.03, 0.03], [0.09, -0.15, 0.01], [0.00, -0.06, 0.01], [-0.04, 0.01, 0.02], [-0.02, -0.03, 0.03], [-0.03, -0.03, 0.01], [0.01, 0.04, 0.03], [0.04, 0.00, 0.01], [-0.02, 0.00, -0.02], [0.01, 0.00, -0.02], [0.01, 0.01, 0.02], [0.00, -0.05, 0.01], [0.01, 0.00, -0.03], [0.00, -0.01, 0.05], [0.01, -0.01, 0.00]],
  "gap_ev": 5.75,
  "multiplicity": 1,
  "charge": -1,
  "homo_ev": -4.17,
  "lumo_ev": 1.576
}



{
  "formula": "C24H28N9ReS2",
  "method": "ωB97M-V with the def2-TZVPD basis set",
  "species": ["Re", "N", "C", "S", "N", "N", "C", "C", "C", "C", "C", "C", "C", "C", "C", "C", "C", "C", "N", "H", "H", "H", "H", "H", "H", "H", "H", "H", "H", "H", "C", "N", "C", "C", "N", "C", "S", "C", "C", "C", "C", "C", "N", "H", "H", "H", "H", "H", "H", "H", "H", "H", "N", "C", "C", "N", "H", "H", "H", "H", "H", "H", "H", "H"],
  "coordinates": [[0.11806, 0.58521, -0.84480], [2.41946, 3.63061, 1.44230], [1.75606, 2.58271, 0.98450], [0.50066, 2.85861, -0.22780], [2.01836, 1.38201, 1.40390], [1.35266, 0.33331, 0.94080], [1.54096, -0.80069, 1.60480], [2.43076, -0.88949, 2.75250], [3.71046, -0.30909, 2.72630], [4.53976, -0.39109, 3.82240], [4.11236, -1.03679, 4.97810], [2.83456, -1.58739, 5.03030], [2.00566, -1.53539, 3.93010], [0.75246, -1.96089, 1.21450], [1.04116, -3.25459, 1.66910], [0.17996, -4.28709, 1.33310], [-0.94494, -4.00879, 0.56740], [-1.12314, -2.71019, 0.10800], [-0.28804, -1.72429, 0.39970], [2.14926, 4.56931, 1.18920], [3.12586, 3.51161, 2.15490], [4.07136, 0.14551, 1.81780], [5.52996, 0.03251, 3.77930], [4.77166, -1.11609, 5.82880], [2.48436, -2.04889, 5.94090], [1.00306, -1.93139, 3.99190], [1.92536, -3.44449, 2.26030], [0.37476, -5.29159, 1.67790], [-1.66024, -4.77899, 0.32380], [-1.98444, -2.45169, -0.49620], [-2.27214, 3.67571, -4.55320], [-2.88904, 3.02601, -3.42750], [-4.14574, 3.26651, -2.95900], [-4.35474, 2.47371, -1.88120], [-3.20374, 1.73031, -1.67890], [-2.31044, 2.10081, -2.64250], [-0.78824, 1.44341, -2.94400], [-3.08434, 0.83281, -0.60360], [-4.25234, 0.18681, -0.19320], [-4.28104, -0.46819, 1.02330], [-3.16094, -0.36449, 1.83960], [-2.01374, 0.19421, 1.31630], [-1.92164, 0.69711, 0.07000], [-2.99774, 4.32901, -5.03100], [-1.92854, 2.94481, -5.28520], [-1.41744, 4.26781, -4.22010], [-4.80204, 3.97931, -3.41640], [-5.20564, 2.42741, -1.23340], [-5.12004, 0.19861, -0.83410], [-5.16674, -0.99009, 1.34780], [-3.17074, -0.73829, 2.84990], [-1.12744, 0.26601, 1.93070], [2.11996, 0.49281, -1.87700], [2.14486, -0.32039, -3.10960], [1.52446, -1.67709, -2.80420], [0.14486, -1.44349, -2.36270], [2.38296, 1.45141, -2.12140], [2.85866, 0.14261, -1.25860], [3.16436, -0.44279, -3.48100], [1.55506, 0.19381, -3.87250], [2.06916, -2.16839, -1.99250], [1.57016, -2.31709, -3.69140], [-0.26234, -2.31629, -2.03640], [-0.40584, -1.14689, -3.17100]],
  "forces_ev_per_angstrom": [[-0.69, -0.99, -0.12], [0.10, 0.54, 0.11], [-0.20, -1.44, -0.23], [-0.56, -1.39, -0.66], [1.15, 1.70, 1.00], [-1.00, -1.03, -0.79], [0.20, 1.00, -0.21], [0.51, 0.03, 0.53], [-0.18, -0.38, -0.16], [0.05, -0.20, 0.18], [-0.25, 0.00, -0.18], [0.22, 0.03, 0.21], [0.00, 0.42, -0.44], [-0.08, -0.61, -0.17], [-0.12, 0.31, -0.20], [-0.12, 0.09, -0.06], [0.13, 0.21, 0.09], [-0.41, -0.33, -0.03], [0.87, 1.31, -0.51], [0.11, -0.09, 0.01], [-0.10, -0.04, 0.02], [0.03, 0.11, 0.01], [0.13, 0.04, -0.02], [0.02, 0.04, 0.09], [0.00, -0.08, 0.05], [-0.08, -0.11, 0.06], [-0.04, 0.07, 0.01], [0.03, -0.08, 0.01], [-0.06, -0.02, -0.06], [-0.02, -0.01, -0.12], [0.61, 0.44, -0.77], [0.13, -0.87, 1.09], [-0.66, -0.22, 0.50], [-0.25, 0.53, -0.40], [0.39, 0.65, -0.96], [-0.60, 0.21, 0.24], [1.33, -0.69, 0.60], [-0.26, -0.73, 0.61], [0.32, 0.14, -0.27], [0.35, 0.24, 0.13], [-0.12, 0.04, -0.17], [-0.22, -0.01, 0.38], [0.10, 0.23, -0.33], [-0.01, -0.03, 0.09], [-0.08, -0.02, 0.07], [-0.11, -0.03, -0.02], [-0.11, 0.14, -0.09], [-0.09, -0.04, 0.14], [-0.07, 0.06, -0.03], [-0.13, -0.04, 0.04], [0.07, -0.04, 0.12], [0.14, -0.13, -0.17], [-0.21, 0.25, 0.60], [-0.15, -0.64, -0.29], [0.50, 0.25, -0.16], [-0.28, 0.98, 0.14], [0.00, -0.16, 0.16], [-0.23, 0.21, 0.02], [-0.07, 0.10, 0.03], [0.12, -0.01, 0.00], [-0.01, -0.01, -0.09], [-0.01, 0.04, 0.15], [0.00, 0.18, 0.10], [0.00, -0.11, 0.15]],
  "s_squared": 0.79,
  "gap_ev": [5.36, 5.46],
  "multiplicity": 2,
  "charge": 3,
  "homo_ev": [-15.95, -15.99],
  "lumo_ev": [-10.589, -10.532]
}



{
  "formula": "C24H29BBrFIN3O5S2",
  "method": "ωB97M-V with the def2-TZVPD basis set",
  "species": ["N", "B", "O", "C", "C", "S", "C", "C", "C", "C", "Br", "N", "C", "C", "F", "C", "C", "C", "C", "I", "C", "N", "C", "O", "C", "S", "H", "H", "H", "H", "H", "H", "H", "H", "H", "H", "H", "C", "C", "O", "C", "H", "H", "H", "H", "H", "H", "C", "C", "O", "C", "H", "H", "H", "H", "H", "H", "C", "C", "O", "C", "H", "H", "H", "H", "H", "H"],
  "coordinates": [[-0.41481, -5.42609, -2.41518], [-0.90513, -4.20666, -1.59674], [-2.31040, -4.12753, -1.06255], [0.06669, -2.90549, -1.30809], [0.90237, -2.16526, -2.52648], [0.84208, -2.71550, -4.34703], [1.84433, -0.83110, -2.22998], [1.88331, -0.29482, -0.68134], [1.05341, -1.01452, 0.58019], [0.13833, -2.34056, 0.25491], [-0.83397, -3.17288, 1.81145], [1.10717, -0.46971, 1.99036], [2.40959, -0.82677, 2.67496], [2.08077, -1.57861, 4.10382], [0.65351, -1.45713, 4.53222], [0.83399, 1.03568, 2.03483], [-0.29891, 1.66212, 3.09431], [-0.53083, 3.30501, 3.10081], [0.31013, 4.34066, 2.09342], [-0.04726, 6.53294, 2.09602], [1.42182, 3.73039, 1.04158], [2.25872, 4.56313, 0.07088], [1.74301, 4.50452, -1.20764], [1.25400, 4.55480, -2.46769], [1.64610, 2.10648, 1.03885], [2.86592, 1.26149, -0.16601], [-1.11730, -6.17917, -2.14660], [-0.60329, -5.11673, -3.41619], [-2.73863, -3.34894, -1.52754], [0.75025, -1.46554, -5.03895], [2.44231, -0.23549, -3.04024], [3.07120, 0.12584, 2.94603], [3.09229, -1.56950, 2.04050], [2.71900, -1.13587, 5.00983], [2.32663, -2.74103, 4.09751], [-0.89095, 0.90376, 3.78222], [-1.33497, 3.78886, 3.80400], [-5.52558, 4.39555, 3.38295], [-4.09345, 4.85311, 3.45732], [-3.16756, 4.10727, 3.14226], [-3.83788, 6.25863, 3.93196], [-5.55788, 3.36116, 3.02433], [-5.98046, 4.43585, 4.37581], [-6.08113, 5.02557, 2.68387], [-4.21761, 6.38196, 4.94937], [-4.31822, 6.97175, 3.25729], [-2.75963, 6.45028, 3.93468], [-4.66124, -5.76101, -2.09819], [-4.53779, -6.62329, -3.32584], [-4.06747, -6.18056, -4.37255], [-5.01191, -8.04834, -3.22332], [-4.28017, -4.75825, -2.31926], [-5.71099, -5.67955, -1.80548], [-4.07091, -6.18772, -1.28350], [-6.07740, -8.06881, -2.98070], [-4.43716, -8.57705, -2.45874], [-4.86168, -8.55079, -4.18475], [6.16945, 3.26740, -1.32478], [6.77754, 2.36004, -2.36055], [7.22175, 1.25356, -2.05856], [6.82101, 2.85873, -3.78023], [6.20599, 2.77682, -0.34620], [6.73587, 4.20036, -1.26966], [5.12529, 3.47028, -1.57550], [7.41652, 3.77358, -3.83453], [5.80582, 3.04338, -4.14043], [7.28635, 2.09931, -4.41749]],
  "forces_ev_per_angstrom": [[-2.52, 1.74, 1.20], [-0.92, -0.02, -0.18], [2.51, 0.71, -2.05], [1.85, 2.88, 0.48], [0.89, 2.51, 3.55], [-0.16, 1.50, 1.46], [-2.38, -1.62, 4.05], [-2.31, -2.54, -0.35], [-0.63, -1.60, -3.39], [2.68, 3.00, -2.99], [1.28, 0.96, -2.09], [1.04, 1.81, -2.51], [1.08, -0.36, 1.43], [0.12, -0.69, 1.38], [2.87, -0.06, -1.05], [-1.13, 4.08, 0.44], [2.62, 2.35, -3.08], [2.68, -1.53, -2.15], [1.01, -4.62, -0.35], [0.35, -2.26, 0.02], [-2.23, -3.04, 2.25], [-4.37, -1.52, -5.60], [-1.61, 0.60, -2.71], [4.36, -0.39, 10.44], [-2.41, 0.18, 2.12], [-2.52, -0.67, 0.57], [1.03, 1.07, -1.05], [0.38, -0.84, 1.35], [0.83, -1.08, 1.14], [0.05, -1.43, 1.36], [-1.37, -1.44, 1.66], [-1.61, -1.93, -0.83], [-1.73, 1.69, 1.20], [-1.49, -0.73, -2.12], [-0.80, 2.49, -0.28], [1.37, 1.92, -1.56], [2.02, -1.17, -1.69], [0.13, -0.49, -0.20], [0.97, -0.81, -0.37], [-1.57, 1.01, 0.39], [0.51, -0.06, -0.01], [0.03, 0.24, 0.08], [-0.08, 0.18, -0.12], [-0.07, 0.06, 0.21], [-0.16, 0.11, -0.14], [-0.12, -0.01, 0.19], [-0.25, -0.05, -0.02], [0.06, 0.36, -0.30], [0.57, 0.66, -1.31], [-0.54, -0.56, 1.29], [0.11, -0.16, -0.49], [-0.14, -0.42, 0.05], [0.06, -0.17, 0.14], [-0.21, 0.07, 0.04], [0.12, -0.07, 0.19], [-0.21, 0.03, 0.09], [-0.02, 0.13, 0.21], [0.07, -0.30, 0.38], [0.60, -1.53, 0.45], [-0.59, 1.44, -0.41], [0.22, -0.40, -0.22], [-0.01, 0.09, -0.24], [-0.20, 0.06, -0.10], [0.09, 0.20, -0.03], [-0.22, 0.07, -0.03], [0.09, 0.22, 0.03], [-0.10, 0.16, 0.17]],
  "gap_ev": 7.63,
  "multiplicity": 1,
  "charge": 0,
  "homo_ev": -8.26,
  "lumo_ev": -0.627
}



Number 1: strongest force on any atom 0.01833 Eh/bohr, calculated total energy -79868.2693 eV. Number 2: strongest force on any atom 0.04441 Eh/bohr, calculated total energy -62530.6572 eV. Number 3: strongest force on any atom 0.22013 Eh/bohr, calculated total energy -143254.9124 eV.